[1]
50
Properties=species:S:1:pos:R:3:mulliken_charge:R:1 method="wB97M-V/def2-TZVPD" charge=0 de_lowest_ev=1.338 homo_ev=-8.321 total_energy_ev=-37837.8232 e_lumo_ev=-0.3 molar_mass_g_mol=399.40
C -1.52028 -1.91542 -4.16588 -1.037
N -1.47457 -1.57965 -2.74496 0.102
C -0.87536 -0.49700 -2.24042 -0.225
O -0.32109 0.32778 -2.96284 -0.694
C -0.89615 -0.23635 -0.71770 0.342
C 0.38414 -0.73736 -0.01772 -1.221
C 0.90977 -2.08602 -0.46905 -0.066
C 0.48291 -3.26244 0.17419 0.052
C 0.95654 -4.51506 -0.25611 -1.018
C 1.87360 -4.59293 -1.32288 0.958
O 2.33067 -5.80494 -1.73078 -0.552
C 2.31553 -3.41342 -1.96105 -0.674
C 1.83212 -2.16233 -1.53218 -0.416
N -2.11305 -0.60266 0.04437 0.029
C -2.75833 -1.76752 0.14010 0.920
C -3.97255 -1.77296 1.04001 -1.435
O -2.43818 -2.79157 -0.44067 -0.684
H -2.05608 -2.85442 -4.30967 0.361
H -2.02495 -1.12061 -4.71812 0.309
H -0.50363 -2.01823 -4.54943 0.313
H -1.85493 -2.24716 -2.08103 0.224
H -0.84619 0.85018 -0.64816 0.295
H 0.23003 -0.76389 1.06112 0.591
H 1.17053 -0.00350 -0.20209 0.508
H -0.23000 -3.21050 0.98425 0.345
H 0.61982 -5.42367 0.21938 0.417
H 2.95604 -5.72622 -2.45062 0.283
H 3.01601 -3.46925 -2.77964 0.281
H 2.15794 -1.25888 -2.03140 0.403
H -2.53301 0.15052 0.56038 0.257
H -4.67635 -1.01067 0.71104 0.364
H -3.66388 -1.58116 2.06582 0.341
H -4.44922 -2.75151 0.98408 0.359
O 2.84537 7.40458 2.61274 -0.618
C 2.34244 6.31129 2.42880 0.405
N 3.26180 5.30623 2.40850 -0.060
C 2.87708 4.01305 2.27213 0.520
O 3.74548 3.15793 2.29047 -0.653
C 1.46611 3.70770 2.12231 0.474
C 0.98406 2.39454 2.00856 -0.585
C -0.39103 2.16922 1.88862 -0.565
C -1.28003 3.24664 1.85011 -0.578
C -0.79030 4.55185 1.96116 -0.596
C 0.57876 4.79079 2.11088 0.329
O 1.01003 6.08621 2.25695 -0.404
H 4.23351 5.52552 2.56619 0.238
H 1.67881 1.55614 2.03177 0.552
H -0.76921 1.15492 1.84163 0.684
H -2.34847 3.07569 1.75109 0.389
H -1.47229 5.39655 1.94574 0.436


[2]
9
Properties=species:S:1:pos:R:3:mulliken_charge:R:1 method="wB97M-V/def2-TZVPD" charge=0 de_lowest_ev=0.405 homo_ev=-9.187 total_energy_ev=-18758.6363 e_lumo_ev=-0.5 molar_mass_g_mol=106.12
C -0.61514 1.40181 -0.02566 -0.735
C -0.42711 0.08436 0.01231 0.665
F -1.49713 -0.81491 0.00983 -0.294
C 0.91220 -0.61863 -0.00467 0.129
O 0.79698 -1.93392 -0.04051 -0.450
S 2.34471 0.13866 0.00712 -0.301
H -1.62155 1.75113 -0.00580 0.296
H 0.21065 2.09973 -0.05244 0.283
H -0.10360 -2.10824 0.09982 0.407


[3]
14
Properties=species:S:1:pos:R:3:mulliken_charge:R:1 method="wB97M-V/def2-TZVPD" charge=+1 de_lowest_ev=5.410 homo_ev="-13.618 / -13.617" total_energy_ev=-9173.1060 e_lumo_ev="-7.5 / -7.5" molar_mass_g_mol=99.12
C 1.94406 0.30609 -0.59231 -0.017
C 1.57714 -1.16827 -0.72911 -0.021
C 0.38871 0.45592 1.25368 -0.202
N 1.43026 0.84764 0.40484 -0.222
N 0.59970 -1.47613 0.05053 -0.057
N -0.17305 -0.74590 0.69986 0.074
N -2.54335 0.39505 -0.57261 -0.661
H 2.68151 0.83534 -1.23861 0.381
H 2.17830 -2.00422 -1.17777 0.399
H 0.84677 0.40436 2.25439 0.342
H -0.31680 1.25344 1.12557 0.292
H -2.86931 1.13181 0.01952 0.228
H -2.77409 -0.52851 -0.06851 0.250
H -2.96986 0.29338 -1.42946 0.216


[4]
48
Properties=species:S:1:pos:R:3:mulliken_charge:R:1 method="wB97M-V/def2-TZVPD" charge=-1 de_lowest_ev=0.719 homo_ev=-6.284 total_energy_ev=-31736.4804 e_lumo_ev=2.6 molar_mass_g_mol=296.29
C -0.74838 -0.44894 -0.22634 -1.436
N -1.38198 0.62245 0.53791 0.833
C -0.79646 0.96701 1.80474 0.298
O 0.01974 0.16130 2.29797 -0.833
O -1.15914 2.08517 2.23790 -0.892
C 0.35631 -0.04968 -1.17555 0.792
C -0.08124 0.79054 -2.38720 -0.371
C -0.89811 -0.07405 -3.35259 -1.368
H -1.55032 -0.82836 -0.85624 0.206
H -0.50424 -1.13539 0.54534 0.931
H -1.83467 1.37030 0.04769 -0.117
H 0.85378 -0.93413 -1.55354 -0.681
H 1.12964 0.50939 -0.64547 0.119
H -0.68838 1.64958 -2.10104 0.209
H 0.80014 1.09360 -2.94488 0.350
H -0.30631 -0.86323 -3.82794 0.310
H -1.16876 0.48098 -4.26715 0.430
H -1.84155 -0.49127 -3.00811 0.313
H -4.36239 -0.17169 0.65139 0.391
H -3.20385 -0.38625 1.53287 0.244
O -3.94073 -0.88754 1.14526 -0.738
H 3.63308 1.15647 -1.66465 0.298
H 4.48279 0.15952 -0.90015 0.409
O 4.40700 0.62287 -1.75646 -0.690
H 2.10556 0.90627 2.20778 0.369
H 1.56680 2.31580 2.23495 0.348
O 2.37858 1.81663 2.35814 -0.707
H 2.09725 -2.27889 -1.77329 0.315
H 3.29163 -1.36888 -2.06857 0.370
O 2.87327 -2.19953 -2.33482 -0.703
H -4.10094 1.72995 0.17973 0.329
H -3.92691 1.87494 -1.35783 0.285
O -4.45275 1.45504 -0.67289 -0.683
H 4.20210 -0.68324 1.44943 0.316
H 3.97954 0.78934 1.22543 0.356
O 4.61807 0.08468 1.04001 -0.701
H -3.10389 -3.15791 -0.18054 0.333
H -2.34846 -2.35144 0.79261 0.306
O -2.37360 -3.25160 0.44290 -0.714
H -1.66920 3.28199 0.97785 0.413
H -0.84568 3.51311 -0.23854 0.284
O -1.76087 3.59509 0.04104 -0.708
H 1.34552 -0.83743 1.72345 0.422
H 1.62875 -1.82173 0.67831 0.251
O 2.10553 -1.12484 1.15717 -0.585
H 0.55570 -4.16708 -0.33798 0.294
H -0.75387 -3.30455 -0.32633 0.357
O 0.13844 -3.39440 -0.72605 -0.554